1.
{"formula": "C12H4Cl5N2PdS5SbSe", "method": "ωB97M-V/def2-TZVPD", "symbols": ["Pd", "Cl", "C", "C", "C", "Cl", "C", "Cl", "C", "Cl", "C", "Cl", "S", "Sb", "S", "S", "S", "Se", "C", "C", "C", "N", "C", "C", "H", "H", "H", "H", "S", "C", "N"], "positions_angstrom": [[-0.443, -1.859, 1.281], [1.615, 0.176, 3.173], [2.225, -0.429, 1.690], [1.421, -1.262, 0.916], [1.968, -1.724, -0.276], [1.029, -2.824, -1.231], [3.244, -1.371, -0.707], [3.866, -1.964, -2.210], [4.025, -0.538, 0.082], [5.616, -0.086, -0.429], [3.510, -0.071, 1.289], [4.485, 0.964, 2.277], [-0.429, -1.316, 5.593], [-1.067, -2.633, 3.902], [-1.048, 0.438, 1.004], [0.595, -3.569, 2.544], [-2.791, -3.999, 4.312], [-1.449, 0.152, -1.173], [-1.718, 1.933, -1.747], [-1.963, 2.187, -3.100], [-2.173, 3.485, -3.519], [-2.161, 4.551, -2.714], [-1.924, 4.296, -1.427], [-1.700, 3.036, -0.897], [-1.987, 1.377, -3.819], [-2.361, 3.685, -4.571], [-1.913, 5.159, -0.766], [-1.509, 2.906, 0.161], [-2.800, -2.493, 1.071], [-2.258, -3.688, 0.011], [-1.904, -4.518, -0.718]], "nbo_charge": [0.429, 0.063, -0.099, -0.156, -0.014, 0.033, -0.122, 0.012, -0.098, 0.007, -0.083, 0.013, -0.765, 1.355, -0.493, -0.643, -0.753, 0.288, -0.169, -0.297, 0.023, -0.475, 0.036, -0.300, 0.212, 0.173, 0.176, 0.243, -0.194, 0.061, -0.464], "total_charge": -2, "e_above_lowest_kcal_mol": 36.8, "total_energy_ha": -7630.83293, "homo_energy_ev": -2.4, "lumo_ev": 3.7634, "homo_lumo_gap_ev": 6.18}

2.
{"formula": "C60H70F6N5O4", "method": "ωB97M-V/def2-TZVPD", "symbols": ["C", "C", "C", "C", "C", "C", "C", "C", "C", "C", "C", "C", "N", "N", "N", "C", "C", "C", "C", "C", "C", "C", "C", "C", "C", "C", "C", "C", "C", "C", "C", "C", "F", "F", "F", "C", "C", "C", "F", "F", "F", "C", "C", "C", "H", "H", "H", "H", "H", "H", "H", "H", "H", "H", "H", "H", "H", "H", "H", "H", "H", "H", "H", "H", "H", "H", "H", "H", "H", "H", "H", "H", "H", "H", "H", "H", "H", "H", "H", "H", "H", "H", "H", "C", "O", "C", "C", "C", "C", "C", "C", "O", "N", "C", "C", "C", "C", "N", "C", "C", "C", "C", "C", "C", "C", "C", "C", "C", "C", "O", "C", "C", "O", "C", "H", "H", "H", "H", "H", "H", "H", "H", "H", "H", "H", "H", "H", "H", "H", "H", "H", "H", "H", "H", "H", "H", "H", "H", "H", "H", "H", "H", "H", "H", "H"], "positions_angstrom": [[-2.661, -1.355, 0.226], [-2.657, 0.159, 0.000], [-3.063, 0.926, 1.252], [-3.479, 0.539, -1.226], [-4.840, 0.830, -1.098], [-5.639, 1.007, -2.224], [-5.085, 0.891, -3.498], [-3.729, 0.634, -3.670], [-3.181, 0.560, -5.098], [-3.190, 1.927, -5.785], [-3.882, -0.512, -5.932], [-2.926, 0.488, -2.524], [-1.530, 0.199, -2.699], [-1.156, -0.883, -3.433], [0.206, -0.891, -3.376], [0.941, -1.908, -4.088], [1.826, -1.567, -5.139], [1.887, -0.155, -5.725], [0.591, 0.201, -6.454], [3.100, 0.064, -6.635], [2.582, -2.588, -5.716], [2.404, -3.917, -5.345], [1.451, -4.242, -4.388], [0.715, -3.248, -3.741], [-0.278, -3.692, -2.665], [0.452, -4.325, -1.481], [-1.345, -4.625, -3.241], [0.671, 0.170, -2.630], [2.080, 0.378, -2.393], [2.916, -0.689, -1.990], [4.270, -0.484, -1.809], [5.081, -1.594, -1.203], [6.369, -1.614, -1.648], [5.133, -1.469, 0.173], [4.538, -2.830, -1.458], [4.868, 0.733, -2.122], [4.054, 1.774, -2.552], [4.700, 3.074, -2.950], [3.813, 3.941, -3.530], [5.230, 3.721, -1.854], [5.723, 2.894, -3.841], [2.672, 1.653, -2.579], [-0.417, 0.902, -2.191], [-0.412, 2.006, -1.339], [-2.330, -1.884, -0.677], [-1.987, -1.630, 1.048], [-3.674, -1.703, 0.468], [-1.628, 0.461, -0.210], [-3.010, 2.005, 1.060], [-4.080, 0.674, 1.578], [-2.376, 0.700, 2.077], [-5.291, 0.889, -0.108], [-6.703, 1.216, -2.109], [-5.718, 0.998, -4.381], [-2.141, 0.243, -5.000], [-2.662, 2.661, -5.165], [-2.682, 1.874, -6.756], [-4.216, 2.286, -5.947], [-3.780, -1.486, -5.440], [-4.951, -0.297, -6.056], [-3.420, -0.582, -6.924], [1.998, 0.532, -4.873], [-0.280, 0.056, -5.805], [0.608, 1.250, -6.776], [0.458, -0.437, -7.339], [4.027, -0.242, -6.135], [3.000, -0.501, -7.572], [3.196, 1.126, -6.892], [3.311, -2.355, -6.491], [2.994, -4.701, -5.821], [1.274, -5.284, -4.120], [-0.791, -2.790, -2.322], [1.240, -3.659, -1.108], [-0.247, -4.517, -0.659], [0.920, -5.276, -1.769], [-1.881, -4.120, -4.051], [-0.901, -5.546, -3.639], [-2.071, -4.893, -2.465], [2.479, -1.669, -1.813], [5.939, 0.861, -2.022], [2.039, 2.508, -2.808], [0.554, 2.487, -1.229], [-1.354, 2.463, -1.048], [1.094, -2.697, 8.998], [-0.346, -2.773, 8.942], [-1.009, -1.788, 8.280], [-0.410, -0.771, 7.532], [-1.124, -0.097, 6.541], [-0.398, 0.822, 5.577], [-0.099, 0.138, 4.233], [0.894, -1.020, 4.395], [0.727, -2.048, 5.052], [1.994, -0.732, 3.640], [3.145, -1.605, 3.662], [1.958, 0.548, 2.935], [2.981, 1.513, 3.564], [2.242, 0.330, 1.442], [0.571, 0.979, 3.225], [-0.007, 2.068, 2.677], [0.629, 2.939, 1.782], [-0.027, 3.805, 0.907], [0.629, 4.897, 0.217], [-0.051, 6.105, -0.103], [0.607, 7.149, -0.748], [1.945, 7.007, -1.145], [2.627, 5.825, -0.844], [1.988, 4.788, -0.172], [-2.496, -0.328, 6.416], [-3.141, -1.285, 7.211], [-4.412, -1.737, 7.028], [-5.326, -0.921, 6.267], [-2.410, -1.963, 8.212], [-3.000, -2.957, 8.941], [-3.073, -4.285, 8.331], [1.391, -3.527, 9.640], [1.531, -2.814, 7.997], [1.416, -1.743, 9.438], [0.664, -0.598, 7.639], [-0.998, 1.724, 5.383], [0.565, 1.146, 6.010], [-1.042, -0.285, 3.829], [2.901, -2.478, 4.273], [3.399, -1.932, 2.648], [4.019, -1.100, 4.093], [2.898, 1.476, 4.660], [3.994, 1.211, 3.269], [2.814, 2.544, 3.243], [1.600, -0.474, 1.058], [2.045, 1.230, 0.855], [3.293, 0.046, 1.294], [-1.045, 2.259, 2.972], [1.720, 2.945, 1.753], [-1.120, 3.762, 0.863], [-1.094, 6.215, 0.203], [0.085, 8.086, -0.953], [2.457, 7.809, -1.678], [3.668, 5.702, -1.141], [2.538, 3.872, 0.054], [-3.071, 0.200, 5.649], [-6.308, -1.349, 6.462], [-5.296, 0.126, 6.602], [-5.099, -0.974, 5.193], [-3.564, -4.909, 9.079], [-3.672, -4.225, 7.415], [-2.059, -4.648, 8.123]], "lowdin_charge": [-0.035, -0.384, -0.066, -0.122, -0.025, -0.048, -0.024, -0.115, -0.393, -0.054, -0.054, -0.074, 0.020, 0.173, 0.032, -0.087, -0.107, -0.360, -0.038, -0.074, -0.020, -0.038, -0.022, -0.124, -0.388, -0.053, -0.052, -0.120, -0.126, 0.062, -0.099, -0.496, 0.135, 0.101, 0.117, 0.071, -0.097, -0.502, 0.115, 0.107, 0.134, 0.053, -0.228, -0.001, 0.069, 0.077, 0.092, 0.084, 0.081, 0.080, 0.049, 0.109, 0.112, 0.119, 0.075, 0.084, 0.080, 0.083, 0.083, 0.077, 0.084, 0.112, 0.051, 0.091, 0.097, 0.084, 0.086, 0.086, 0.108, 0.116, 0.118, 0.091, 0.069, 0.083, 0.085, 0.084, 0.079, 0.084, 0.125, 0.146, 0.133, 0.017, 0.047, -0.045, -0.063, -0.185, 0.010, -0.226, -0.072, -0.143, -0.366, 0.091, -0.032, 0.004, -0.442, 0.022, 0.016, 0.069, 0.023, -0.067, 0.006, -0.213, -0.007, -0.057, -0.043, -0.059, -0.022, 0.017, -0.193, -0.073, -0.051, -0.150, -0.082, -0.019, 0.096, 0.093, 0.095, 0.113, 0.122, 0.131, 0.165, 0.101, 0.091, 0.101, 0.102, 0.098, 0.077, 0.108, 0.066, 0.085, 0.146, 0.085, 0.123, 0.121, 0.115, 0.117, 0.102, 0.109, 0.111, 0.094, 0.098, 0.088, 0.093, 0.087, 0.089], "total_charge": 1, "e_above_lowest_kcal_mol": 38.5, "total_energy_ha": -3501.99614, "homo_energy_ev": -8.8, "lumo_ev": -4.3643, "homo_lumo_gap_ev": 4.45}

3.
{"formula": "C39H70BaN9O", "method": "ωB97M-V/def2-TZVPD", "symbols": ["Ba", "C", "C", "C", "O", "H", "H", "H", "H", "H", "H", "H", "C", "C", "C", "C", "N", "H", "H", "H", "H", "H", "H", "H", "C", "C", "C", "C", "N", "H", "H", "H", "H", "H", "H", "H", "C", "C", "C", "C", "N", "H", "H", "H", "H", "H", "H", "H", "C", "C", "C", "C", "N", "H", "H", "H", "H", "H", "H", "H", "C", "C", "C", "C", "N", "H", "H", "H", "H", "H", "H", "H", "C", "C", "C", "C", "N", "H", "H", "H", "H", "H", "H", "H", "C", "C", "C", "C", "N", "H", "H", "H", "H", "H", "H", "H", "C", "C", "C", "C", "N", "H", "H", "H", "H", "H", "H", "H", "C", "C", "C", "C", "N", "H", "H", "H", "H", "H", "H", "H"], "positions_angstrom": [[-2.487, 1.007, -4.566], [0.531, 1.419, -0.544], [-0.476, 0.466, -1.334], [-0.874, -0.692, -0.418], [-1.561, 1.105, -1.966], [0.115, 1.627, 0.441], [0.576, 2.381, -1.055], [1.503, 0.944, -0.412], [0.095, -0.051, -2.106], [-1.612, -1.328, -0.906], [-1.333, -0.455, 0.543], [-0.038, -1.348, -0.176], [-4.102, 5.482, -1.383], [-2.608, 5.849, -1.216], [-1.668, 4.674, -1.358], [-1.667, 4.143, -2.689], [-1.655, 3.719, -3.759], [-4.337, 4.708, -0.652], [-4.410, 4.986, -2.303], [-4.736, 6.368, -1.353], [-2.395, 6.298, -0.247], [-2.342, 6.623, -1.936], [-1.990, 3.845, -0.727], [-0.646, 4.952, -1.099], [2.252, 3.922, -3.304], [3.174, 3.213, -4.274], [2.830, 1.728, -4.681], [1.396, 1.544, -5.085], [0.309, 1.353, -5.452], [2.656, 4.792, -2.786], [1.766, 3.364, -2.503], [1.410, 4.294, -3.887], [4.204, 3.171, -3.919], [3.275, 3.771, -5.205], [3.087, 1.028, -3.886], [3.360, 1.440, -5.589], [0.215, -7.090, 1.986], [1.387, -6.315, 2.590], [2.263, -5.619, 1.539], [1.485, -4.767, 0.648], [0.834, -4.127, -0.045], [-0.513, -7.208, 2.789], [0.490, -8.050, 1.549], [-0.264, -6.529, 1.184], [2.062, -6.947, 3.166], [0.992, -5.601, 3.313], [2.765, -6.330, 0.883], [2.998, -5.004, 2.057], [-4.146, 2.728, 4.017], [-4.052, 1.990, 2.671], [-2.616, 1.800, 2.200], [-1.770, 2.982, 2.385], [-1.109, 3.895, 2.526], [-5.104, 2.581, 4.517], [-4.134, 3.807, 3.865], [-3.318, 2.477, 4.679], [-4.670, 2.542, 1.964], [-4.524, 1.018, 2.816], [-2.600, 1.561, 1.136], [-2.147, 0.971, 2.729], [-5.548, 1.534, -0.700], [-5.760, 0.068, -0.278], [-4.607, -0.939, -0.524], [-4.251, -1.052, -1.947], [-3.954, -1.115, -3.032], [-5.320, 1.580, -1.765], [-4.679, 1.950, -0.190], [-6.443, 2.094, -0.431], [-6.617, -0.339, -0.815], [-6.076, 0.085, 0.765], [-4.831, -1.982, -0.301], [-3.686, -0.618, -0.038], [0.031, -1.231, 3.694], [-0.435, -2.699, 3.646], [-1.434, -3.178, 2.625], [-2.640, -2.302, 2.601], [-3.598, -1.664, 2.605], [0.479, -1.081, 2.712], [0.714, -0.940, 4.492], [-0.772, -0.520, 3.891], [-0.854, -2.913, 4.629], [0.452, -3.331, 3.610], [-1.809, -4.183, 2.816], [-1.079, -3.140, 1.595], [3.331, -1.672, 0.994], [4.271, -2.770, 0.495], [5.576, -2.311, -0.220], [6.486, -3.407, -0.593], [7.211, -4.246, -0.899], [3.760, -1.126, 1.834], [2.346, -2.034, 1.288], [3.204, -0.922, 0.213], [3.677, -3.439, -0.128], [4.555, -3.477, 1.275], [6.104, -1.580, 0.392], [5.303, -1.727, -1.099], [2.364, 1.794, 3.043], [2.505, 2.973, 2.107], [3.680, 3.945, 2.319], [4.971, 3.242, 2.641], [5.936, 2.688, 2.910], [2.477, 2.033, 4.101], [3.233, 1.148, 2.919], [1.474, 1.195, 2.848], [1.517, 3.433, 2.136], [2.504, 2.555, 1.101], [3.487, 4.625, 3.148], [3.838, 4.441, 1.361], [2.175, -2.116, -2.648], [1.624, -3.437, -3.278], [0.108, -3.478, -3.437], [-0.524, -2.504, -4.299], [-1.040, -1.694, -4.937], [1.867, -2.027, -1.606], [1.784, -1.264, -3.204], [3.254, -2.160, -2.501], [2.055, -4.268, -2.720], [2.000, -3.607, -4.287], [-0.433, -3.513, -2.491], [-0.087, -4.485, -3.805]], "mulliken_spin": [0.002, 0.025, 0.014, 0.116, 0.868, 0.001, -0.009, 0.011, -0.032, 0.006, 0.008, -0.015, 0.000, 0.000, -0.005, 0.003, 0.002, 0.000, 0.000, 0.000, 0.000, 0.000, -0.001, -0.001, 0.002, 0.000, 0.000, 0.001, 0.000, 0.000, 0.002, 0.000, 0.000, 0.000, 0.000, 0.000, 0.000, 0.000, 0.000, 0.000, 0.000, 0.000, 0.000, 0.000, 0.000, 0.000, 0.000, 0.000, 0.000, 0.000, 0.004, 0.000, 0.000, 0.000, 0.000, 0.000, 0.000, 0.000, -0.003, 0.001, 0.004, -0.005, 0.022, -0.010, 0.002, 0.001, -0.002, 0.000, 0.000, 0.000, 0.001, -0.011, 0.000, 0.000, 0.001, -0.001, 0.000, 0.000, 0.000, 0.000, 0.000, 0.000, 0.000, -0.002, 0.000, 0.000, 0.000, 0.000, 0.000, 0.000, 0.000, 0.000, 0.000, 0.000, 0.000, 0.000, 0.000, 0.001, 0.000, 0.000, 0.000, 0.000, 0.000, 0.000, 0.000, -0.001, 0.000, 0.000, 0.000, 0.000, 0.000, -0.001, 0.000, -0.001, 0.001, 0.001, 0.000, 0.000, 0.000, 0.000], "total_charge": 2, "e_above_lowest_kcal_mol": 0.0, "total_energy_ha": -2121.00911, "homo_energy_ev": [-14.9, -14.9], "lumo_ev": [-5.3169, -8.5117], "spin_multiplicity": 2, "homo_lumo_gap_ev": [9.62, 6.43]}